Here is C25H45N2O7PSSn as an isolated structure in a non-equilibrium geometry from OMol25. Energies are from the ωB97M-V functional and the def2-TZVPD basis.

Computed properties:
E_HOMO ... -12.00 eV
Total charge ... +2
DFT total energy ... -69894.3876 eV
Kohn-Sham gap ... 2.387 eV
E_LUMO ... -9.62 eV

Last column: Mulliken charge in e.
Cartesian coordinates (Å):
C1 -0.47267 -1.51020 2.43528  -0.022
C2 0.82976 -1.91064 2.09069  -0.693
C3 2.09531 -1.05625 2.17705  -0.978
C4 2.26828 -0.10210 0.90117  0.737
C5 3.44188 0.85280 1.32376  -1.804
C6 4.21159 1.51102 0.17464  0.808
O1 5.65897 1.18136 0.31312  -0.347
C7 6.20165 0.57998 -0.82477  0.446
O2 7.10270 1.04834 -1.41649  -0.314
C8 2.66672 -1.11779 -0.27221  1.328
C9 1.45602 -1.65945 -1.10932  -0.384
C10 1.69131 -3.13229 -1.65786  -0.122
C11 1.28562 -4.24591 -0.64194  -1.273
C12 3.17485 -3.34198 -2.11571  -0.919
O3 0.98255 0.49012 0.73933  0.411
C13 0.90063 1.66536 -0.04949  -1.123
N1 1.38916 1.54921 -1.44134  0.460
C14 1.76038 2.64190 -1.99336  0.825
C15 2.69404 2.48873 -3.25315  -1.206
C16 1.37094 4.08822 -1.62648  -1.308
C17 -0.67715 2.05284 -0.06191  -0.580
O4 -1.32761 1.25562 0.93623  -0.141
C18 -2.31757 1.99800 1.65597  0.234
C19 -3.37428 0.94424 2.15780  -0.565
C20 -4.64077 0.85542 1.24998  -0.039
C21 -5.79325 -0.02306 1.90680  -0.922
C22 -6.19142 -1.23079 0.98640  -0.985
C23 -5.13703 -2.41594 1.04919  -0.280
C24 -4.35624 -2.59384 -0.32572  -0.814
O5 -1.65376 2.63960 2.77712  -0.469
C25 -1.14241 1.72142 3.60499  0.523
N2 -1.05672 1.02659 4.49348  -0.452
P1 -1.55098 1.68751 -1.68184  0.625
O6 -3.17932 1.87941 -1.37232  -0.531
O7 -1.19895 2.76924 -2.87451  -0.492
S1 -1.33948 -0.09671 -2.36901  -0.332
H1 -0.81047 -1.48470 3.49699  0.405
H2 -1.13823 -1.17849 1.60171  -0.274
H3 0.96403 -2.97048 1.76481  0.559
H4 2.99489 -1.70635 2.31547  0.516
H5 2.01213 -0.34578 3.04881  0.518
H6 4.12974 0.30259 2.00785  0.527
H7 3.00260 1.67428 1.94626  0.391
H8 4.17599 2.62761 0.21711  0.437
H9 3.86128 1.21201 -0.85247  -0.647
H10 5.83449 -0.45966 -1.22743  0.266
H11 3.45768 -0.70167 -0.97162  -1.870
H12 3.13293 -2.01112 0.21442  0.847
H13 1.41302 -1.03144 -2.03672  0.427
H14 0.47850 -1.60189 -0.59494  -0.008
H15 0.99471 -3.22013 -2.52882  0.480
H16 0.35040 -3.94331 -0.10654  0.252
H17 1.07013 -5.22580 -1.12461  0.464
H18 2.05388 -4.36540 0.16579  0.263
H19 3.32269 -4.23957 -2.74909  0.473
H20 3.48564 -2.41930 -2.67920  -0.048
H21 3.80967 -3.48241 -1.20651  0.268
H22 1.36502 2.50242 0.53798  0.257
H23 3.00802 3.47544 -3.66635  0.538
H24 3.57591 1.83442 -3.05319  0.021
H25 2.08655 1.97042 -4.03771  0.433
H26 0.28450 4.30066 -1.66246  0.198
H27 1.69348 4.29794 -0.56884  0.300
H28 1.94604 4.80947 -2.24912  0.516
H29 -0.76352 3.13102 0.23493  0.848
H30 -2.86419 2.74493 1.04798  0.611
H31 -3.71044 1.13966 3.19919  0.482
H32 -2.91393 -0.07432 2.15820  -0.294
H33 -5.06122 1.86292 1.00598  0.443
H34 -4.39622 0.33190 0.29387  -0.030
H35 -6.70837 0.59736 2.04683  0.360
H36 -5.42806 -0.46495 2.86047  0.371
H37 -6.41047 -0.93975 -0.06437  0.424
H38 -7.13870 -1.66433 1.39620  0.380
H39 -4.37876 -2.19620 1.83280  0.142
H40 -5.65680 -3.38558 1.22737  0.441
H41 -4.40629 -1.64392 -0.89883  0.237
H42 -4.81697 -3.43544 -0.89394  0.376
H43 -3.29454 -2.87659 -0.13627  0.023
H44 -3.26379 2.81441 -1.08487  0.367
H45 -1.49328 2.40998 -3.73305  0.409
Sn1 4.37762 0.53914 -2.37962  0.600